1.
The following is a quantum chemistry calculation of a molecular structure, C44H43FeN8O2, from OMol25.

Calculated values
Kohn-Sham gap (spin up / spin down): 4.864 / 7.686 eV
Expectation value of S²: 8.784
Highest occupied orbital energy (spin up / spin down): -4.351 / -7.226 eV
Total charge: 0
ΔE to the lowest compared entry with this formula, charge and spin: 14.8 kcal per mole
2S+1: 6

```
98
C44H43FeN8O2 ωB97M-V with the def2-TZVPD basis set
Fe 0.200 -0.508 0.227
C -1.785 3.848 -1.626
C -1.361 3.454 -2.895
C -0.277 2.608 -3.012
C 0.424 2.110 -1.891
C 0.019 2.552 -0.612
C -1.083 3.411 -0.519
C 1.490 1.130 -2.130
C 2.377 1.337 -3.195
C 3.337 0.411 -3.516
C 3.374 -0.836 -2.796
C 4.227 -1.890 -3.139
C 4.220 -3.088 -2.439
C 3.353 -3.237 -1.361
C 2.505 -2.205 -0.997
C 2.479 -0.989 -1.703
N 1.585 -0.006 -1.344
H -2.631 4.516 -1.507
H -1.885 3.794 -3.782
H 0.033 2.274 -3.996
H -1.372 3.792 0.453
H 2.324 2.275 -3.738
H 4.057 0.597 -4.305
H 4.897 -1.756 -3.982
H 4.883 -3.896 -2.724
H 3.331 -4.171 -0.810
H 1.837 -2.328 -0.154
C 0.303 -4.896 2.341
C 0.233 -3.499 1.809
N -0.661 -3.110 0.989
O -1.612 -4.103 0.774
C 1.263 -2.521 2.252
C 2.475 -2.912 3.030
N 1.056 -1.298 1.891
O 1.859 -0.325 2.139
H -0.453 -5.523 1.882
H 0.158 -4.899 3.425
H 1.292 -5.313 2.142
H -2.240 -3.656 0.193
H 2.221 -3.457 3.942
H 3.011 -2.001 3.291
H 3.140 -3.540 2.428
C -5.848 2.373 2.692
C -4.909 2.014 3.814
C -5.317 2.058 5.141
C -4.457 1.728 6.181
C -3.166 1.320 5.888
C -2.741 1.248 4.568
C -3.597 1.610 3.533
N -3.210 1.553 2.173
C -1.925 1.345 1.683
N -0.994 2.169 2.212
C 0.390 2.320 1.913
C 0.879 2.355 0.601
C 2.267 2.430 0.445
C 3.118 2.542 1.522
C 2.596 2.615 2.802
C 1.235 2.502 3.013
C 0.688 2.581 4.417
N -1.704 0.503 0.728
C -2.816 -0.272 0.285
C -3.372 0.032 -0.954
C -4.413 -0.722 -1.470
C -4.910 -1.793 -0.740
C -4.369 -2.081 0.507
C -3.328 -1.325 1.050
C -2.790 -1.646 2.424
H -6.770 2.796 3.085
H -6.117 1.493 2.096
H -5.394 3.101 2.015
H -6.336 2.362 5.362
H -4.798 1.780 7.208
H -2.487 1.037 6.683
H -1.753 0.868 4.341
H -3.925 1.232 1.540
H -1.313 2.675 3.020
H 2.676 2.460 -0.556
H 4.188 2.595 1.363
H 3.254 2.743 3.656
H 1.491 2.820 5.112
H 0.244 1.635 4.736
H -0.073 3.363 4.524
H -2.966 0.878 -1.504
H -4.830 -0.479 -2.439
H -5.720 -2.396 -1.133
H -4.765 -2.908 1.088
H -2.869 -2.717 2.621
H -3.360 -1.122 3.198
H -1.742 -1.362 2.521
N -0.909 -1.533 -3.929
C -0.651 -2.837 -3.561
C -0.502 -2.805 -2.210
N -0.665 -1.507 -1.749
C -0.901 -0.774 -2.815
H -1.034 -1.198 -4.866
H -0.602 -3.646 -4.273
H -0.265 -3.619 -1.547
H -1.048 0.297 -2.825
```

2.
The following is a quantum chemistry calculation of C3H7N3O in the gas phase, from OMol25.

Calculated values
Kohn-Sham gap: 10.376 eV
Highest occupied orbital energy: -9.339 eV
Total charge: 0
ΔE to the lowest compared entry with this formula, charge and spin: 95.3 kcal per mole
2S+1: 1

```
14
C3H7N3O ωB97M-V with the def2-TZVPD basis set
C 2.024 0.520 -0.141
N 0.882 0.288 0.722
C -0.325 -0.131 0.214
O -0.407 -0.786 -1.089
N -1.215 -1.180 0.788
C -1.736 -0.682 -0.514
N -1.546 0.722 -0.106
H 1.884 0.000 -1.096
H 2.932 0.122 0.322
H 2.179 1.588 -0.344
H 1.038 0.088 1.696
H -1.774 -0.753 1.533
H -2.593 -1.086 -1.051
H -1.344 1.290 -0.935
```

3.
The following is a quantum chemistry calculation of 5 unconnected molecules or ions with the total composition C36H45BF14N3O19 at a distorted geometry, from OMol25.

Calculated values
Kohn-Sham gap: 8.786 eV
Highest occupied orbital energy: -11.923 eV
Total charge: +1
2S+1: 1

```
118
C36H45BF14N3O19 ωB97M-V with the def2-TZVPD basis set
C 5.890 -5.015 1.780
C 4.903 -4.445 2.156
C 3.690 -3.874 2.791
C 2.687 -3.460 1.700
C 3.259 -2.300 0.835
N 2.285 -1.174 0.736
C 2.142 -0.664 -0.554
N 1.115 -1.070 -1.268
C 0.893 -0.542 -2.616
C 0.246 0.855 -2.541
O -0.964 0.779 -1.796
C -1.706 1.965 -2.009
C -2.144 2.635 -0.702
F -1.348 3.714 -0.483
F -3.392 3.124 -0.779
C -2.016 1.782 0.582
F -2.398 2.592 1.603
F -0.750 1.457 0.838
C -2.947 0.532 0.652
F -2.146 -0.554 0.725
F -3.755 0.445 -0.401
C -3.820 0.488 1.929
F -4.564 -0.643 1.832
F -3.046 0.342 3.009
C 0.214 -2.053 -0.657
C -1.054 -2.323 -1.447
F 0.909 -3.242 -0.627
N 3.011 0.268 -1.054
C 3.908 0.908 -0.100
C 5.294 0.208 0.124
C 5.677 -0.846 -0.882
O 6.077 -1.923 -0.541
O 5.595 -0.519 -2.204
C 5.866 -1.614 -3.070
C 4.838 -2.715 -3.216
O 6.892 -1.636 -3.654
C 4.241 2.353 -0.616
C 3.098 3.085 -1.289
F 4.717 3.098 0.445
C 3.214 1.118 1.268
C 2.427 -0.126 1.742
O 2.950 -0.676 2.938
B 2.290 -0.137 4.048
O 2.415 1.206 4.402
O 1.454 -0.914 4.797
H 6.815 -5.421 1.445
H 3.230 -4.638 3.415
H 3.988 -2.987 3.351
H 1.712 -3.192 2.109
H 2.512 -4.307 1.033
H 3.442 -2.656 -0.179
H 4.210 -2.014 1.279
H 0.209 -1.175 -3.178
H 1.801 -0.495 -3.218
H 0.085 1.193 -3.560
H 0.919 1.501 -1.978
H -1.049 2.687 -2.502
H -2.538 1.827 -2.706
H -4.509 1.327 2.016
H -0.068 -1.761 0.350
H -0.846 -2.761 -2.424
H -1.584 -3.099 -0.888
H -1.717 -1.466 -1.506
H 3.441 0.008 -1.937
H 6.062 0.988 0.070
H 5.364 -0.182 1.135
H 4.557 -3.036 -2.206
H 3.921 -2.388 -3.709
H 5.311 -3.566 -3.691
H 5.082 2.257 -1.312
H 2.165 3.074 -0.724
H 3.397 4.116 -1.476
H 2.942 2.634 -2.270
H 3.927 1.485 1.997
H 2.469 1.902 1.098
H 1.408 0.223 1.974
H 3.335 1.466 4.509
H 0.946 -0.317 5.358
C -4.052 -3.470 3.147
C -4.923 -4.452 2.405
O -4.858 -5.601 3.229
C -4.645 -5.170 4.507
O -4.791 -5.825 5.477
O -4.243 -3.867 4.508
F -4.414 -4.750 1.182
H -2.998 -3.579 2.881
H -4.352 -2.441 2.998
H -5.964 -4.143 2.295
C -5.368 4.518 -4.431
C -4.082 4.021 -3.820
O -3.213 3.963 -4.936
C -3.639 4.911 -5.825
O -2.990 5.299 -6.737
O -4.881 5.334 -5.507
F -4.190 2.767 -3.303
H -5.969 3.703 -4.836
H -5.973 5.100 -3.740
H -3.655 4.681 -3.063
C -4.650 -0.573 6.836
C -4.321 -1.833 7.597
O -5.287 -1.828 8.631
C -6.381 -1.164 8.154
O -7.455 -1.190 8.643
O -6.062 -0.470 7.025
F -3.080 -1.776 8.144
H -4.158 0.301 7.268
H -4.401 -0.638 5.779
H -4.419 -2.750 7.013
C 0.461 4.678 -6.756
C -0.293 3.373 -6.748
O 0.205 2.747 -5.562
C 0.564 3.745 -4.712
O 0.765 3.591 -3.545
O 0.643 4.922 -5.351
F 0.013 2.600 -7.814
H 1.435 4.583 -7.236
H -0.095 5.486 -7.225
H -1.375 3.477 -6.674
```

4.
The following is a quantum chemistry calculation of 3 unconnected molecules or ions with the total composition C36H43F17N3O11P2 at a distorted geometry, from OMol25.

Calculated values
Kohn-Sham gap: 4.101 eV
Highest occupied orbital energy: -4.836 eV
Total charge: -1
ΔE to the lowest compared entry with this formula, charge and spin: 64.6 kcal per mole
2S+1: 1

```
112
C36H43F17N3O11P2 ωB97M-V with the def2-TZVPD basis set
C -6.228 -7.941 -0.878
C -5.993 -7.058 0.407
C -5.670 -5.582 -0.021
C -5.603 -4.714 1.289
C -4.703 -3.428 1.068
C -5.082 -2.288 2.076
P -3.827 -1.857 3.472
C -5.397 -1.534 4.545
N -3.791 -3.698 3.752
C -2.702 -4.161 3.596
O -1.678 -4.647 3.808
C -2.663 -1.430 4.933
C -2.667 0.091 5.350
C -2.903 -2.267 6.241
C -1.622 -3.124 6.648
C -1.962 -4.626 6.978
O -2.374 -2.090 2.529
C -2.193 -1.108 1.502
C -0.630 -1.007 1.449
F -0.051 -0.411 2.530
F -0.171 -2.311 1.466
C -0.077 -0.438 0.080
F -0.720 0.764 -0.089
F -0.396 -1.350 -0.865
C 1.458 -0.119 0.091
F 1.593 1.126 0.631
F 2.150 -0.922 0.941
C 2.204 -0.261 -1.288
F 2.307 -1.574 -1.563
F 3.494 0.143 -1.020
C 1.729 0.652 -2.465
F 2.829 0.851 -3.260
F 1.397 1.895 -2.034
C 0.563 0.166 -3.382
F -0.658 0.561 -2.911
F 0.481 -1.167 -3.574
C 0.633 0.800 -4.834
F 0.921 2.124 -4.783
F 1.541 0.155 -5.604
C -0.732 0.705 -5.616
F -1.597 1.664 -5.267
F -1.286 -0.501 -5.615
F -0.426 0.978 -6.918
C -3.088 0.158 1.823
C -2.442 1.531 2.247
N -3.473 2.376 2.901
P -3.927 0.632 0.162
N -4.393 -0.607 -0.709
O -3.977 -0.195 2.865
H -5.576 -8.843 -0.866
H -5.918 -7.340 -1.760
H -7.279 -8.264 -1.012
H -6.944 -6.992 0.986
H -5.189 -7.507 1.023
H -6.541 -5.237 -0.629
H -4.745 -5.502 -0.631
H -6.637 -4.338 1.459
H -5.184 -5.255 2.160
H -4.984 -3.074 0.043
H -3.633 -3.710 1.014
H -6.012 -2.623 2.588
H -5.405 -1.410 1.471
H -5.174 -0.985 5.490
H -6.098 -0.878 3.981
H -5.884 -2.489 4.849
H -1.628 -1.629 4.579
H -1.903 0.666 4.784
H -3.679 0.553 5.283
H -2.378 0.204 6.426
H -3.740 -2.991 6.185
H -3.109 -1.634 7.138
H -0.804 -3.049 5.907
H -1.214 -2.692 7.597
H -1.197 -5.283 6.499
H -2.962 -4.934 6.619
H -1.844 -4.813 8.072
H -2.426 -1.725 0.597
H -1.492 1.461 2.818
H -2.194 2.089 1.309
H -3.026 3.297 2.946
H -3.582 2.105 3.878
H -3.066 1.443 -0.627
H -5.069 1.386 0.551
H -3.958 -0.631 -1.629
C 6.365 1.736 -2.146
C 6.725 2.912 -2.675
C 8.031 3.557 -2.326
O 8.330 4.620 -2.843
C 8.898 2.880 -1.367
C 8.534 1.707 -0.837
C 7.242 1.048 -1.205
O 6.966 -0.028 -0.709
O 9.306 1.063 0.046
O 5.936 3.563 -3.540
H 5.426 1.258 -2.390
H 9.829 3.365 -1.111
H 8.820 0.245 0.272
H 6.412 4.382 -3.786
C 6.253 7.549 -6.620
C 6.632 8.723 -7.134
C 7.947 9.346 -6.783
O 8.253 10.408 -7.294
C 8.805 8.646 -5.834
C 8.429 7.471 -5.314
C 7.122 6.836 -5.688
O 6.821 5.758 -5.209
O 9.202 6.816 -4.440
O 5.856 9.402 -7.990
H 5.307 7.089 -6.868
H 9.744 9.115 -5.576
H 8.728 5.991 -4.203
H 6.356 10.212 -8.212
```

5.
The following is a quantum chemistry calculation of 3 unconnected molecules or ions with the total composition C11H21FO10S4 at a distorted geometry, from OMol25.

Calculated values
Kohn-Sham gap: 8.642 eV
Highest occupied orbital energy: -10.101 eV
Total charge: 0
SMILES: C[C@@H]1OS(=O)(=O)O[C@@H]1S(=O)(=O)F.O=S1(=O)CCCC1.O=S1(=O)CCCC1
2S+1: 1

```
47
C11H21FO10S4 ωB97M-V with the def2-TZVPD basis set
C 2.325 -1.001 -0.179
C 1.759 0.321 -0.965
O 2.771 1.372 -0.617
S 1.992 2.841 -0.128
O 2.909 3.358 1.010
O 1.870 3.687 -1.418
O 0.555 2.111 0.522
C 0.359 1.032 -0.494
S -1.195 0.011 -0.270
O -1.263 -1.279 -1.122
O -2.388 0.924 -0.756
F -1.548 -0.383 1.367
H 1.542 -1.541 0.508
H 3.277 -0.671 0.450
H 2.705 -1.773 -1.000
H 1.826 0.356 -2.155
H 0.077 1.696 -1.445
O -8.283 3.430 -2.164
S -6.927 3.675 -2.607
O -6.625 4.225 -3.913
C -6.096 4.650 -1.368
C -5.509 3.621 -0.412
C -4.927 2.519 -1.296
C -5.971 2.186 -2.361
H -6.804 5.327 -0.888
H -5.306 5.221 -1.865
H -4.749 4.065 0.238
H -6.300 3.206 0.224
H -4.012 2.884 -1.778
H -4.660 1.632 -0.713
H -5.504 1.894 -3.305
H -6.651 1.399 -2.022
O 2.567 -3.311 1.137
S 3.882 -2.934 1.609
O 4.330 -1.556 1.642
C 4.133 -3.657 3.219
C 4.722 -5.029 2.927
C 5.750 -4.811 1.818
C 5.098 -3.927 0.756
H 3.186 -3.702 3.760
H 4.846 -3.029 3.761
H 5.175 -5.470 3.820
H 3.936 -5.708 2.575
H 6.630 -4.303 2.231
H 6.089 -5.759 1.389
H 5.829 -3.272 0.274
H 4.579 -4.525 0.002
```

6.
The following is a quantum chemistry calculation of 2 unconnected molecules or ions with the total composition C4H8O2, from OMol25.

Calculated values
Kohn-Sham gap (spin up / spin down): 7.612 / 7.605 eV
Highest occupied orbital energy (spin up / spin down): -7.589 / -7.586 eV
Total charge: 0
ΔE to the lowest compared entry with this formula, charge and spin: 117.0 kcal per mole
2S+1: 1

```
14
C4H8O2 ωB97M-V with the def2-TZVPD basis set
C 1.560 -0.887 -1.170
C 0.614 0.334 0.625
O 0.634 1.494 1.385
C -0.561 -0.179 0.060
O -0.415 -1.074 -0.824
C -1.940 0.259 0.457
H 1.439 -1.924 -1.464
H 2.491 -0.716 -0.635
H 1.370 -0.170 -1.959
H 1.248 -0.430 1.069
H 0.436 2.237 0.803
H -2.514 -0.627 0.747
H -2.463 0.720 -0.388
H -1.900 0.963 1.293
```

7.
The following is a quantum chemistry calculation of a molecular structure, C3H7NO2, from OMol25.

Calculated values
Kohn-Sham gap: 9.698 eV
Highest occupied orbital energy: -9.133 eV
Total charge: 0
ΔE to the lowest compared entry with this formula, charge and spin: 113.6 kcal per mole
2S+1: 1

```
13
C3H7NO2 ωB97M-V with the def2-TZVPD basis set
N -1.192 -1.268 -1.225
C -0.714 -0.096 -1.609
O -0.682 0.607 -2.564
C -0.315 0.871 0.000
C 0.957 0.266 0.559
O 0.601 -0.999 1.109
H -0.653 -1.634 -0.436
H -1.294 -0.142 -0.369
H -1.030 1.021 0.827
H -0.164 1.837 -0.479
H 1.707 0.150 -0.238
H 1.386 0.915 1.336
H 1.403 -1.458 1.385
```

8.
The following is a quantum chemistry calculation of a molecular structure, C17H15Cl4O4Se2TeW, from OMol25.

Calculated values
Kohn-Sham gap: 6.088 eV
Highest occupied orbital energy: -11.349 eV
Total charge: +1
ΔE to the lowest compared entry with this formula, charge and spin: 20.8 kcal per mole
2S+1: 1

```
44
C17H15Cl4O4Se2TeW ωB97M-V with the def2-TZVPD basis set
W -0.435 0.279 -0.566
Cl -4.080 -3.253 3.909
C -3.637 -2.259 2.586
C -4.576 -1.375 2.026
Cl -6.163 -1.301 2.665
C -4.236 -0.541 0.957
Cl -5.332 0.572 0.261
C -2.947 -0.632 0.470
O -2.361 0.166 -0.443
C -2.014 -1.498 1.038
O -0.795 -1.258 0.530
C -2.334 -2.330 2.092
Cl -1.147 -3.381 2.730
O 3.632 2.509 -3.414
C 3.024 1.464 -4.146
C 1.872 0.889 -3.290
C 1.259 -0.226 -4.144
O 0.143 -0.816 -3.497
C 2.535 0.415 -1.987
Se 1.629 -0.919 -0.838
C 0.932 2.074 -3.055
Se -0.908 1.794 -2.330
H 4.358 2.883 -3.923
H 3.738 0.661 -4.362
H 2.620 1.826 -5.097
H 2.036 -0.973 -4.347
H 0.958 0.206 -5.104
H -0.227 -1.514 -4.048
H 2.797 1.268 -1.365
H 3.461 -0.109 -2.224
H 0.714 2.578 -3.997
H 1.398 2.800 -2.393
Te 0.064 2.172 1.160
C 0.271 0.805 2.761
C 1.498 0.253 3.106
C 1.577 -0.610 4.187
C 0.436 -0.919 4.920
C -0.787 -0.369 4.570
C -0.877 0.497 3.488
H 2.389 0.490 2.537
H 2.531 -1.039 4.462
H 0.502 -1.593 5.763
H -1.678 -0.615 5.133
H -1.838 0.927 3.219
```